No. 1
The following is a quantum chemistry calculation of a 8-piece molecular cluster, C23H59O9 overall at a distorted geometry, from the OMol25 dataset.

Element x y z (Å)
1 O -33.10 -13.20 2.27
2 O -32.57 -11.53 -1.39
3 O -28.62 -10.72 -0.50
4 O -31.83 -14.83 0.94
5 O -31.30 -13.72 -0.90
6 O -31.08 -16.74 2.42
7 O -29.07 -13.26 0.14
8 O -28.05 -17.13 -3.70
9 O -29.88 -15.14 -5.13
10 C -29.17 -16.98 -1.70
11 C -29.10 -13.85 2.26
12 C -33.04 -10.41 -3.28
13 C -33.22 -12.04 1.94
14 C -32.15 -15.00 -4.96
15 C -30.05 -18.29 -3.72
16 C -28.83 -17.78 -2.94
17 C -31.81 -11.49 1.87
18 C -30.33 -9.15 -0.92
19 C -29.70 -10.52 -1.03
20 C -34.11 -11.22 2.83
21 C -32.49 -15.75 -1.14
22 C -34.14 -12.50 -2.85
23 C -28.64 -14.15 0.88
24 C -29.48 -11.06 -2.45
25 C -28.94 -17.51 1.85
26 C -30.43 -17.44 1.65
27 C -31.00 -18.82 1.62
28 C -32.90 -11.74 -2.63
29 C -27.11 -14.25 0.92
30 C -30.61 -12.99 -5.06
31 C -30.78 -14.41 -4.58
32 C -31.80 -14.68 -0.31
33 H -28.42 -17.43 0.96
34 H -30.20 -10.71 -3.18
35 H -27.55 -17.84 -4.16
36 H -32.09 -18.62 1.52
37 H -29.10 -15.12 0.51
38 H -32.38 -15.94 -4.54
39 H -31.19 -12.11 1.27
40 H -32.95 -14.41 -4.60
41 H -30.59 -14.45 -3.48
42 H -34.06 -13.54 -2.40
43 H -29.06 -14.69 2.88
44 H -34.48 -12.61 -3.93
45 H -30.29 -11.25 -0.54
46 H -28.57 -16.79 2.54
47 H -31.18 -9.05 -1.56
48 H -33.85 -9.84 -2.94
49 H -30.97 -19.28 2.59
50 H -28.44 -10.89 -2.82
51 H -31.29 -11.32 2.86
52 H -30.56 -16.95 0.65
53 H -32.51 -13.71 1.67
54 H -29.63 -8.34 -1.08
55 H -30.66 -19.55 0.95
56 H -32.02 -12.31 -2.99
57 H -30.59 -17.46 -4.04
58 H -31.95 -10.52 1.44
59 H -30.16 -13.55 2.39
60 H -28.28 -18.69 -2.59
61 H -29.73 -12.78 -4.47
62 H -26.63 -13.32 1.25
63 H -29.90 -17.51 -1.18
64 H -29.50 -15.98 -1.88
65 H -28.63 -12.98 2.73
66 H -33.07 -10.44 -4.35
67 H -29.77 -12.13 -2.47
68 H -31.94 -16.00 -2.05
69 H -30.83 -9.13 0.03
70 H -33.74 -12.06 0.97
71 H -28.74 -18.51 2.35
72 H -30.06 -12.85 -5.94
73 H -26.95 -14.95 1.72
74 H -26.68 -14.60 0.02
75 H -29.88 -18.94 -4.58
76 H -33.87 -11.34 3.91
77 H -32.16 -9.79 -3.12
78 H -32.61 -16.62 -0.52
79 H -31.38 -12.24 -4.85
80 H -32.28 -15.17 -6.01
81 H -34.97 -11.91 -2.43
82 H -29.65 -15.72 -4.47
83 H -28.24 -16.82 -1.06
84 H -32.00 -12.24 -1.18
85 H -30.71 -18.80 -2.99
86 H -28.53 -11.66 -0.22
87 H -29.99 -13.44 -0.14
88 H -34.14 -10.23 2.48
89 H -35.15 -11.53 2.70
90 H -33.52 -15.39 -1.21
91 H -31.42 -16.02 1.88

Computed properties:
E_HOMO (eV): -5.7
Net charge: -1

No. 2
The following is a quantum chemistry calculation of a 6-piece molecular cluster, C23H61ClNO10PS5 overall at a distorted geometry, from the OMol25 dataset.

Element x y z (Å)
1 Cl 3.97 -4.67 0.61
2 S 6.44 -3.16 -3.02
3 S -13.26 -2.81 -2.14
4 S -8.38 -0.68 -3.60
5 S 8.07 -2.29 2.37
6 S 1.39 8.93 0.78
7 P 2.37 0.64 1.28
8 O 0.06 -0.73 3.78
9 O 6.92 -2.42 -1.82
10 O 0.96 -0.25 0.88
11 O 1.11 7.47 0.87
12 O 1.44 -0.79 3.44
13 O -12.54 -4.02 -2.61
14 O 3.77 1.55 1.81
15 O -4.11 0.62 0.89
16 O -7.89 0.04 -2.39
17 O 6.64 -2.26 2.78
18 N -1.61 -0.61 0.25
19 C 1.85 2.13 0.34
20 C 1.35 3.70 2.29
21 C 3.13 9.11 0.36
22 C 1.81 0.51 3.07
23 C 2.09 3.50 0.97
24 C 1.53 4.56 -0.01
25 C -4.11 0.52 -1.50
26 C 7.89 -3.67 -3.95
27 C -14.26 -3.28 -0.73
28 C 8.39 -3.95 1.78
29 C 3.50 -0.68 0.60
30 C -12.08 -1.83 -1.20
31 C 3.22 -2.07 1.14
32 C -6.94 -1.10 -4.59
33 C -2.86 -1.23 -0.14
34 C 4.41 -2.94 0.74
35 C 9.04 -2.42 3.87
36 C -0.72 -0.21 -0.83
37 C -8.76 -2.37 -3.10
38 C -4.06 -0.27 -0.20
39 C 1.55 9.53 2.47
40 C 0.73 -0.54 -0.48
41 C 5.98 -4.81 -2.46
42 H -4.95 -0.91 -0.17
43 H 3.16 -2.09 2.21
44 H 2.27 8.92 3.01
45 H 3.74 8.52 1.04
46 H 7.83 -4.09 0.85
47 H -11.60 -2.44 -0.44
48 H -14.70 -2.39 -0.28
49 H -3.10 -1.99 0.61
50 H 2.55 0.91 3.76
51 H 1.23 4.77 2.43
52 H 1.86 3.28 3.14
53 H -9.61 -2.34 -2.44
54 H 4.29 1.07 2.47
55 H 2.04 5.48 0.19
56 H 5.73 -5.43 -3.31
57 H -5.12 0.70 -1.83
58 H 1.88 10.57 2.45
59 H 10.09 -2.57 3.61
60 H 6.80 -5.24 -1.89
61 H -9.00 -2.96 -3.98
62 H 3.13 3.73 1.08
63 H 8.36 -2.78 -4.35
64 H 7.58 -4.32 -4.77
65 H 1.83 4.26 -1.01
66 H 0.46 4.67 0.07
67 H 0.57 9.47 2.94
68 H -7.90 -2.80 -2.58
69 H -3.90 0.15 1.71
70 H 1.41 -0.02 -1.16
71 H 4.51 -0.42 0.87
72 H -11.32 -1.45 -1.89
73 H 2.29 2.12 -0.65
74 H 3.50 -0.67 -0.48
75 H 3.41 10.16 0.40
76 H 0.92 1.11 3.18
77 H 0.34 3.31 2.20
78 H 8.94 -1.49 4.42
79 H -2.77 -1.76 -1.07
80 H 0.78 2.03 0.19
81 H -0.03 -1.55 4.31
82 H -3.57 -0.04 -2.25
83 H -1.00 -0.72 -1.75
84 H 0.85 -1.61 -0.65
85 H 4.90 -2.57 -0.15
86 H -1.75 0.15 0.90
87 H 8.58 -4.19 -3.29
88 H -6.20 -1.61 -3.97
89 H -3.59 1.46 -1.34
90 H 5.11 -4.70 -1.81
91 H -0.81 0.85 -1.05
92 H -12.59 -0.98 -0.74
93 H 2.35 -2.52 0.69
94 H 8.68 -3.25 4.48
95 H -13.64 -3.81 0.00
96 H 8.07 -4.68 2.52
97 H -6.51 -0.17 -4.97
98 H -7.24 -1.73 -5.43
99 H 5.14 -2.86 1.54
100 H 9.46 -4.06 1.58
101 H -15.05 -3.94 -1.08
102 H 3.26 8.74 -0.66

Computed properties:
E_HOMO (eV): -7.8
Net charge: 0

No. 3
The following is a quantum chemistry calculation of C23H61NO16S4Si2 as an isolated structure at a distorted geometry, from the OMol25 dataset.

Element x y z (Å)
1 S 1.94 -2.97 -3.89
2 S 4.15 5.26 1.92
3 S -4.94 -6.72 5.59
4 S -2.91 -2.20 3.57
5 Si -0.84 1.70 -1.04
6 Si -3.47 1.65 -2.16
7 O 2.85 -3.51 -2.93
8 O 5.10 6.23 2.39
9 O -3.22 -1.94 2.20
10 O 4.57 3.82 2.44
11 O 1.89 -1.56 -4.14
12 O -1.88 1.19 -2.27
13 O 2.14 -3.72 -5.28
14 O -5.94 -7.51 6.24
15 O 2.81 3.73 -3.72
16 O -4.84 -5.32 5.86
17 O -1.92 -1.42 4.24
18 O -4.39 0.35 -2.67
19 O -2.56 -3.75 3.73
20 O 3.85 5.17 0.53
21 O -0.86 6.81 -2.24
22 O -3.51 -7.38 5.82
23 N -0.06 0.93 1.50
24 C -0.39 0.33 0.18
25 C 0.73 2.30 -1.87
26 C 4.58 -3.83 -5.59
27 C -2.86 -7.15 7.09
28 C 0.40 6.20 -2.11
29 C -2.15 4.75 -2.55
30 C 2.85 2.46 -4.38
31 C 0.32 -3.56 -3.55
32 C -1.53 -4.28 2.86
33 C 7.00 3.68 2.03
34 C 3.25 -3.32 -6.11
35 C 2.67 5.41 2.85
36 C 5.62 3.13 1.72
37 C 1.59 1.66 -4.17
38 C -1.72 6.10 -3.12
39 C -3.65 4.44 -2.73
40 C -3.89 3.05 -3.32
41 C 1.38 1.19 -2.73
42 C 3.61 3.82 -2.55
43 C -5.02 -6.98 3.85
44 C -4.39 -2.21 4.53
45 C -3.46 -7.97 8.21
46 C -0.14 -3.87 3.29
47 H 5.41 3.16 0.65
48 H -4.16 4.56 -1.79
49 H 0.34 -4.65 -3.55
50 H -1.64 -5.36 2.93
51 H 7.17 3.71 3.11
52 H 2.27 6.40 2.67
53 H -3.49 -9.03 7.94
54 H -4.16 -2.59 5.52
55 H 0.46 3.15 -2.49
56 H 0.78 0.30 -2.77
57 H 4.84 -3.37 -4.64
58 H -4.48 -7.66 8.43
59 H -4.24 -6.40 3.37
60 H 0.02 -2.80 3.17
61 H -0.95 1.14 1.94
62 H -3.85 1.93 -0.76
63 H -6.01 -6.65 3.53
64 H -1.74 -3.99 1.83
65 H -3.32 2.90 -4.24
66 H 1.42 2.60 -1.10
67 H -1.20 -0.39 0.29
68 H 1.66 0.81 -4.84
69 H 0.76 2.28 -4.48
70 H 0.61 -4.39 2.68
71 H -1.82 -7.43 6.94
72 H 3.74 1.90 -4.09
73 H 7.76 3.06 1.57
74 H -1.38 2.85 -0.27
75 H -5.13 -2.83 4.03
76 H 1.04 6.87 -1.54
77 H 4.54 -4.91 -5.44
78 H -4.94 2.93 -3.57
79 H 3.15 4.54 -1.88
80 H -2.58 6.74 -3.25
81 H 5.55 2.09 2.05
82 H -1.55 3.98 -3.02
83 H -4.90 -8.04 3.65
84 H -2.87 -7.86 9.12
85 H 3.04 -3.73 -7.09
86 H 0.03 -4.11 4.34
87 H 0.34 5.28 -1.55
88 H 7.12 4.70 1.66
89 H 4.61 4.16 -2.78
90 H 2.97 2.69 -5.44
91 H 3.25 -2.23 -6.20
92 H -1.93 4.78 -1.49
93 H 0.47 1.78 1.37
94 H 2.90 5.28 3.91
95 H 5.37 -3.60 -6.31
96 H 3.64 2.87 -2.03
97 H -4.74 -1.18 4.59
98 H -2.88 -6.08 7.32
99 H 0.05 -3.19 -2.56
100 H -1.20 5.96 -4.07
101 H -4.15 -0.42 -2.13
102 H -0.36 -3.18 -4.30
103 H -4.06 5.16 -3.43
104 H 2.35 0.89 -2.35
105 H 0.48 -0.23 -0.16
106 H 0.87 6.02 -3.07
107 H 1.96 4.65 2.52

Computed properties:
E_HOMO (eV): -8.6
Net charge: 0

Repeat the second record exactly.
The following is a quantum chemistry calculation of a 6-piece molecular cluster, C23H61ClNO10PS5 overall at a distorted geometry, from the OMol25 dataset.

Element x y z (Å)
1 Cl 3.97 -4.67 0.61
2 S 6.44 -3.16 -3.02
3 S -13.26 -2.81 -2.14
4 S -8.38 -0.68 -3.60
5 S 8.07 -2.29 2.37
6 S 1.39 8.93 0.78
7 P 2.37 0.64 1.28
8 O 0.06 -0.73 3.78
9 O 6.92 -2.42 -1.82
10 O 0.96 -0.25 0.88
11 O 1.11 7.47 0.87
12 O 1.44 -0.79 3.44
13 O -12.54 -4.02 -2.61
14 O 3.77 1.55 1.81
15 O -4.11 0.62 0.89
16 O -7.89 0.04 -2.39
17 O 6.64 -2.26 2.78
18 N -1.61 -0.61 0.25
19 C 1.85 2.13 0.34
20 C 1.35 3.70 2.29
21 C 3.13 9.11 0.36
22 C 1.81 0.51 3.07
23 C 2.09 3.50 0.97
24 C 1.53 4.56 -0.01
25 C -4.11 0.52 -1.50
26 C 7.89 -3.67 -3.95
27 C -14.26 -3.28 -0.73
28 C 8.39 -3.95 1.78
29 C 3.50 -0.68 0.60
30 C -12.08 -1.83 -1.20
31 C 3.22 -2.07 1.14
32 C -6.94 -1.10 -4.59
33 C -2.86 -1.23 -0.14
34 C 4.41 -2.94 0.74
35 C 9.04 -2.42 3.87
36 C -0.72 -0.21 -0.83
37 C -8.76 -2.37 -3.10
38 C -4.06 -0.27 -0.20
39 C 1.55 9.53 2.47
40 C 0.73 -0.54 -0.48
41 C 5.98 -4.81 -2.46
42 H -4.95 -0.91 -0.17
43 H 3.16 -2.09 2.21
44 H 2.27 8.92 3.01
45 H 3.74 8.52 1.04
46 H 7.83 -4.09 0.85
47 H -11.60 -2.44 -0.44
48 H -14.70 -2.39 -0.28
49 H -3.10 -1.99 0.61
50 H 2.55 0.91 3.76
51 H 1.23 4.77 2.43
52 H 1.86 3.28 3.14
53 H -9.61 -2.34 -2.44
54 H 4.29 1.07 2.47
55 H 2.04 5.48 0.19
56 H 5.73 -5.43 -3.31
57 H -5.12 0.70 -1.83
58 H 1.88 10.57 2.45
59 H 10.09 -2.57 3.61
60 H 6.80 -5.24 -1.89
61 H -9.00 -2.96 -3.98
62 H 3.13 3.73 1.08
63 H 8.36 -2.78 -4.35
64 H 7.58 -4.32 -4.77
65 H 1.83 4.26 -1.01
66 H 0.46 4.67 0.07
67 H 0.57 9.47 2.94
68 H -7.90 -2.80 -2.58
69 H -3.90 0.15 1.71
70 H 1.41 -0.02 -1.16
71 H 4.51 -0.42 0.87
72 H -11.32 -1.45 -1.89
73 H 2.29 2.12 -0.65
74 H 3.50 -0.67 -0.48
75 H 3.41 10.16 0.40
76 H 0.92 1.11 3.18
77 H 0.34 3.31 2.20
78 H 8.94 -1.49 4.42
79 H -2.77 -1.76 -1.07
80 H 0.78 2.03 0.19
81 H -0.03 -1.55 4.31
82 H -3.57 -0.04 -2.25
83 H -1.00 -0.72 -1.75
84 H 0.85 -1.61 -0.65
85 H 4.90 -2.57 -0.15
86 H -1.75 0.15 0.90
87 H 8.58 -4.19 -3.29
88 H -6.20 -1.61 -3.97
89 H -3.59 1.46 -1.34
90 H 5.11 -4.70 -1.81
91 H -0.81 0.85 -1.05
92 H -12.59 -0.98 -0.74
93 H 2.35 -2.52 0.69
94 H 8.68 -3.25 4.48
95 H -13.64 -3.81 0.00
96 H 8.07 -4.68 2.52
97 H -6.51 -0.17 -4.97
98 H -7.24 -1.73 -5.43
99 H 5.14 -2.86 1.54
100 H 9.46 -4.06 1.58
101 H -15.05 -3.94 -1.08
102 H 3.26 8.74 -0.66

Computed properties:
E_HOMO (eV): -7.8
Net charge: 0

Question: Number 2 is which compound?
Answer: C23H61ClNO10PS5

Please write out number 2 again, unchanged.
The following is a quantum chemistry calculation of a 6-piece molecular cluster, C23H61ClNO10PS5 overall at a distorted geometry, from the OMol25 dataset.

Element x y z (Å)
1 Cl 3.97 -4.67 0.61
2 S 6.44 -3.16 -3.02
3 S -13.26 -2.81 -2.14
4 S -8.38 -0.68 -3.60
5 S 8.07 -2.29 2.37
6 S 1.39 8.93 0.78
7 P 2.37 0.64 1.28
8 O 0.06 -0.73 3.78
9 O 6.92 -2.42 -1.82
10 O 0.96 -0.25 0.88
11 O 1.11 7.47 0.87
12 O 1.44 -0.79 3.44
13 O -12.54 -4.02 -2.61
14 O 3.77 1.55 1.81
15 O -4.11 0.62 0.89
16 O -7.89 0.04 -2.39
17 O 6.64 -2.26 2.78
18 N -1.61 -0.61 0.25
19 C 1.85 2.13 0.34
20 C 1.35 3.70 2.29
21 C 3.13 9.11 0.36
22 C 1.81 0.51 3.07
23 C 2.09 3.50 0.97
24 C 1.53 4.56 -0.01
25 C -4.11 0.52 -1.50
26 C 7.89 -3.67 -3.95
27 C -14.26 -3.28 -0.73
28 C 8.39 -3.95 1.78
29 C 3.50 -0.68 0.60
30 C -12.08 -1.83 -1.20
31 C 3.22 -2.07 1.14
32 C -6.94 -1.10 -4.59
33 C -2.86 -1.23 -0.14
34 C 4.41 -2.94 0.74
35 C 9.04 -2.42 3.87
36 C -0.72 -0.21 -0.83
37 C -8.76 -2.37 -3.10
38 C -4.06 -0.27 -0.20
39 C 1.55 9.53 2.47
40 C 0.73 -0.54 -0.48
41 C 5.98 -4.81 -2.46
42 H -4.95 -0.91 -0.17
43 H 3.16 -2.09 2.21
44 H 2.27 8.92 3.01
45 H 3.74 8.52 1.04
46 H 7.83 -4.09 0.85
47 H -11.60 -2.44 -0.44
48 H -14.70 -2.39 -0.28
49 H -3.10 -1.99 0.61
50 H 2.55 0.91 3.76
51 H 1.23 4.77 2.43
52 H 1.86 3.28 3.14
53 H -9.61 -2.34 -2.44
54 H 4.29 1.07 2.47
55 H 2.04 5.48 0.19
56 H 5.73 -5.43 -3.31
57 H -5.12 0.70 -1.83
58 H 1.88 10.57 2.45
59 H 10.09 -2.57 3.61
60 H 6.80 -5.24 -1.89
61 H -9.00 -2.96 -3.98
62 H 3.13 3.73 1.08
63 H 8.36 -2.78 -4.35
64 H 7.58 -4.32 -4.77
65 H 1.83 4.26 -1.01
66 H 0.46 4.67 0.07
67 H 0.57 9.47 2.94
68 H -7.90 -2.80 -2.58
69 H -3.90 0.15 1.71
70 H 1.41 -0.02 -1.16
71 H 4.51 -0.42 0.87
72 H -11.32 -1.45 -1.89
73 H 2.29 2.12 -0.65
74 H 3.50 -0.67 -0.48
75 H 3.41 10.16 0.40
76 H 0.92 1.11 3.18
77 H 0.34 3.31 2.20
78 H 8.94 -1.49 4.42
79 H -2.77 -1.76 -1.07
80 H 0.78 2.03 0.19
81 H -0.03 -1.55 4.31
82 H -3.57 -0.04 -2.25
83 H -1.00 -0.72 -1.75
84 H 0.85 -1.61 -0.65
85 H 4.90 -2.57 -0.15
86 H -1.75 0.15 0.90
87 H 8.58 -4.19 -3.29
88 H -6.20 -1.61 -3.97
89 H -3.59 1.46 -1.34
90 H 5.11 -4.70 -1.81
91 H -0.81 0.85 -1.05
92 H -12.59 -0.98 -0.74
93 H 2.35 -2.52 0.69
94 H 8.68 -3.25 4.48
95 H -13.64 -3.81 0.00
96 H 8.07 -4.68 2.52
97 H -6.51 -0.17 -4.97
98 H -7.24 -1.73 -5.43
99 H 5.14 -2.86 1.54
100 H 9.46 -4.06 1.58
101 H -15.05 -3.94 -1.08
102 H 3.26 8.74 -0.66

Computed properties:
E_HOMO (eV): -7.8
Net charge: 0